18
Properties=species:S:1:pos:R:3:forces:R:3 method="wB97M-V/def2-TZVPD" smiles="C=C/C=C(/C)C(=O)NO" largest_force_ev_per_a=2.82 energy_ev=-11949.677 gap_ev=9.065 lumo_ev=-0.025 e_above_lowest_kcal_mol=84.0
C 2.92497 0.30965 0.12320 0.33 0.91 0.57
C 1.70082 0.25855 -0.39668 0.88 -1.21 -0.61
C 0.53971 0.55275 0.43858 0.26 -0.51 -0.75
C -0.77051 0.31079 0.29009 0.45 1.95 0.88
C -1.70464 1.10093 1.16929 -0.32 -1.48 2.37
C -1.56516 -0.43088 -0.68107 0.82 -2.27 -0.80
O -2.74890 -0.23325 -0.77405 -1.04 0.33 -0.74
N -1.05762 -1.60719 -1.24708 -1.23 0.73 -0.18
O 0.26006 -1.99296 -1.32379 0.91 0.68 1.55
H 3.81467 -0.00335 -0.40723 -0.12 0.04 -0.16
H 3.10046 0.79015 1.08855 -0.06 -0.38 -0.02
H 1.70899 -0.17906 -1.40995 -0.87 0.45 0.58
H 0.83076 1.00310 1.37415 -0.04 0.48 0.11
H -2.36758 0.39673 1.77354 0.84 0.92 -0.53
H -1.26583 1.86606 1.82663 0.38 -0.66 -0.13
H -2.38543 1.62855 0.58125 -1.09 0.75 -1.23
H -1.52681 -2.02229 -2.01914 -0.83 -0.01 -0.29
H 0.51204 -1.74827 -0.40630 0.73 -0.73 -0.64

16
Properties=species:S:1:pos:R:3:forces:R:3 method="wB97M-V/def2-TZVPD" smiles="CC(C)C=O.O" largest_force_ev_per_a=0.53 energy_ev=-8404.870 gap_ev=10.869 lumo_ev=0.857 e_above_lowest_kcal_mol=15.6
C 0.67133 -0.59003 -1.38273 0.03 0.01 -0.08
C -0.29264 -0.72277 -0.20219 -0.08 -0.07 0.00
C 0.43604 -0.83106 1.13722 -0.02 -0.05 0.03
C -1.39158 0.30997 -0.25273 -0.23 -0.03 0.22
O -1.91625 0.83330 0.70799 0.21 -0.20 -0.44
H 0.15348 -0.63716 -2.34748 0.06 0.02 0.15
H 1.21241 0.35910 -1.32216 -0.10 -0.11 0.01
H 1.40510 -1.40154 -1.35453 -0.12 0.08 -0.03
H -0.88948 -1.63941 -0.35135 0.12 -0.02 -0.02
H 0.69450 -1.87666 1.32971 -0.02 0.15 0.06
H 1.37168 -0.26270 1.11421 -0.19 -0.04 -0.01
H -0.18133 -0.45997 1.96169 0.08 -0.11 -0.13
H -1.77174 0.52143 -1.27754 0.06 0.01 0.14
O 0.52135 2.23803 0.39581 0.05 0.13 0.19
H 1.10655 2.14839 1.15686 -0.04 0.07 -0.12
H -0.36383 2.07221 0.75259 0.20 0.15 0.04

17
Properties=species:S:1:pos:R:3:forces:R:3 method="wB97M-V/def2-TZVPD" largest_force_ev_per_a=3.01 energy_ev=-6845.547 gap_ev=5.560 lumo_ev=-1.060 e_above_lowest_kcal_mol=184.1
C -1.11210 -0.54079 1.48042 -2.04 -1.14 -1.75
C -1.51736 -0.36280 -0.01729 0.83 1.26 0.66
C -0.42820 -0.73815 -1.03600 0.16 -0.04 -0.48
C 0.85764 0.07936 -1.16316 -2.88 0.24 0.84
C 1.04577 1.05830 -0.28456 1.63 -1.53 -0.35
N 2.24551 1.75092 -0.25798 0.31 0.64 0.42
H -0.05823 -0.98153 1.33905 -1.09 -0.31 1.15
H -1.10708 0.33364 2.10775 0.64 0.35 -0.04
H -1.89030 -1.21226 1.78703 0.08 -0.79 1.17
H -1.86975 0.65929 0.00342 0.45 0.67 -1.10
H -2.43349 -0.85754 -0.30650 -0.08 -0.87 0.37
H -0.93299 -0.73287 -2.01240 0.26 -0.23 0.05
H -0.04095 -1.76127 -0.85566 -0.71 0.09 -0.06
H 1.32844 -0.03597 -2.12766 0.76 0.20 -0.09
H 0.88036 -0.92196 1.18864 1.88 1.57 -0.86
H 2.83833 1.50704 0.52882 0.03 0.00 -0.31
H 2.19440 2.75661 -0.37390 -0.22 -0.11 0.40

51
Properties=species:S:1:pos:R:3:forces:R:3 method="wB97M-V/def2-TZVPD" charge=+3 largest_force_ev_per_a=5.54 energy_ev=-72024.060 gap_ev="3.771 / 5.284" lumo_ev="-13.391 / -11.879" multiplicity=6
C -4.19509 -1.12430 2.96692 0.75 -0.87 -0.31
C -3.93138 -2.56717 2.36727 -0.26 0.66 0.54
C -3.18190 -2.51352 0.98565 -1.00 -0.96 0.22
C -3.92864 -1.63831 -0.09406 0.47 -0.10 0.55
C -3.42607 -0.14923 -0.12728 -0.27 -0.01 -0.16
C -3.56672 0.55204 -1.52628 -0.12 -0.25 -0.67
C -2.18466 0.94168 -2.18233 0.37 0.77 0.00
C -1.27509 1.89140 -1.19721 0.68 -1.01 -0.53
C 0.24194 1.23595 -0.98173 1.06 -1.25 3.06
N 0.26289 -0.11584 -0.65159 1.66 3.49 -0.83
C 1.53854 -0.61700 -0.50001 0.42 0.07 -0.12
C 1.62566 -2.06934 -0.15504 1.55 0.17 -0.09
C 2.89764 -2.72563 0.00229 -0.39 2.09 -0.41
C 4.10813 -1.95306 -0.17781 -2.02 -0.41 0.36
C 4.05948 -0.51390 -0.52336 0.52 -1.50 0.09
O 5.22291 0.08204 -0.69060 -2.00 0.09 0.44
C 5.99101 0.22630 0.56151 0.76 1.00 1.98
C 5.22281 1.28001 1.45696 0.69 -0.53 -0.39
C 2.74780 0.21741 -0.69887 1.26 -1.63 -0.06
N 2.83502 1.56295 -1.02035 -3.27 -2.68 0.55
C 1.58134 2.03447 -1.15350 -0.05 0.86 2.35
P 1.40548 3.90108 -1.66590 -0.04 1.48 -0.23
O 1.31732 4.84658 -0.33813 0.21 -1.26 -1.21
Cl 3.10118 4.48398 -2.71879 -0.94 -0.98 1.06
H -3.23522 -0.55503 2.85889 -0.89 -0.09 0.07
H -5.02632 -0.66308 2.38924 0.61 0.03 0.63
H -4.42260 -1.16074 4.05801 -0.09 0.01 -0.95
H -4.92825 -3.06707 2.26265 0.88 0.29 -0.17
H -3.37607 -3.17340 3.12407 -0.21 0.42 -0.77
H -2.10708 -2.24189 1.12298 -0.69 0.13 -0.12
H -3.19411 -3.56657 0.60240 0.18 0.80 0.25
H -5.01112 -1.63814 0.17410 0.71 -0.07 -0.42
H -3.81564 -2.15710 -1.07561 -0.07 0.64 0.51
H -2.35902 -0.13129 0.20203 -0.68 0.01 -0.13
H -4.03187 0.42068 0.61340 0.67 -0.29 -0.44
H -4.03333 -0.17467 -2.24153 0.31 0.70 0.53
H -4.22790 1.44924 -1.51929 0.54 -0.60 0.14
H -2.32293 1.53612 -3.17213 -0.21 -0.87 1.32
H -1.66573 -0.01990 -2.44326 -0.13 0.61 0.37
H -1.26449 2.94199 -1.65227 0.23 -1.01 1.02
H -1.70408 1.94467 -0.16861 0.32 -0.03 -0.77
H 0.69238 -2.66432 -0.03988 0.64 0.76 -0.10
H 2.89410 -3.80024 0.26585 0.28 0.79 -0.27
H 5.06459 -2.50587 -0.06727 -0.52 0.84 -0.21
H 6.04574 -0.70695 1.17098 -0.05 0.31 -0.95
H 7.01968 0.56430 0.31136 -0.93 -0.32 -0.27
H 5.96290 1.64090 2.21408 -0.76 -0.25 -0.51
H 4.38652 0.74558 1.96800 0.50 0.59 -0.27
H 4.85583 2.14420 0.85652 0.34 -0.64 0.47
H 1.02972 5.75282 -0.59200 0.08 -0.34 0.28
Dy 0.30469 1.81716 -3.16048 -1.12 0.34 -5.41